No. 1
The following is a DFT calculation (the ωB97M-V functional and the def2-TZVPD basis) of a structure of composition C21H43N2P3STl at a distorted geometry.

Last column: Mulliken charge in e.
CARTESIAN COORDINATES (ANGSTROEM)
Tl: -0.20669 0.43376 0.74074  1.125
P: -2.10916 2.30913 1.09047  0.526
P: -2.21492 -1.58081 1.98338  0.561
P: 1.77911 1.40345 -0.65006  0.716
H: -0.83403 -3.72213 -1.51136  0.291
C: 0.25343 -3.51018 -1.62853  -0.401
C: 1.14082 -3.78383 -0.64992  -0.560
H: 0.83636 -4.31042 0.26917  0.290
C: -3.20697 2.36508 -0.37704  -1.104
C: -3.22824 2.32393 2.53591  -1.063
C: -1.27373 3.93334 1.07217  -1.061
C: -1.82574 -3.37402 1.98938  -1.011
C: -2.70254 -1.30325 3.73169  -1.089
C: -3.87851 -1.62180 1.20403  -1.260
C: 2.96608 0.08539 -1.14512  -1.031
C: 2.60850 2.75072 0.24497  -1.004
C: 0.87972 2.21640 -2.04423  -0.977
H: 0.51609 -2.85462 -2.48571  0.200
H: 2.17668 -3.42943 -0.70408  0.292
H: -3.87701 3.23899 -0.37385  0.441
H: -3.82567 1.45407 -0.42140  0.326
H: -2.60773 2.39715 -1.30225  0.327
H: -3.84338 3.23740 2.57824  0.502
H: -2.63464 2.26943 3.46318  0.282
H: -3.90313 1.45180 2.52668  0.292
H: -2.00508 4.75181 1.16154  0.495
H: -0.69353 4.07846 0.14538  0.295
H: -0.57183 4.00026 1.91865  0.302
H: -2.74449 -3.97704 2.09222  0.423
H: -1.15080 -3.58047 2.83230  0.409
H: -1.30783 -3.63023 1.05195  0.123
H: -3.66511 -1.78844 3.96701  0.430
H: -2.78721 -0.22103 3.90854  0.198
H: -1.90900 -1.70201 4.38001  0.412
H: -4.51908 -2.38627 1.67040  0.476
H: -3.75551 -1.85728 0.13776  0.396
H: -4.35730 -0.63565 1.29016  0.314
H: 3.66568 0.34618 -1.95658  0.461
H: 2.41165 -0.82157 -1.45239  0.262
H: 3.55589 -0.19830 -0.25726  0.402
H: 3.31200 3.32849 -0.37209  0.464
H: 3.15376 2.32285 1.09780  0.378
H: 1.85019 3.44165 0.64686  0.246
H: 1.53373 2.72875 -2.77434  0.504
H: 0.12882 2.93531 -1.66801  0.227
H: 0.29095 1.43926 -2.56221  0.069
C: 1.74739 -1.13146 -5.58826  0.298
C: 1.19513 -0.66939 -6.79691  -0.283
C: 1.15328 -1.48032 -7.93045  -0.544
C: 1.73979 -2.74139 -7.93180  -0.383
C: 2.42755 -3.16900 -6.79376  -0.516
C: 2.47421 -2.35764 -5.64153  -0.382
S: 1.65463 -0.16425 -4.10227  -0.177
H: 0.34844 -0.21351 -3.52886  0.115
H: 0.81911 0.35394 -6.81800  0.360
H: 0.66669 -1.14275 -8.84433  0.360
H: 1.69378 -3.39703 -8.80427  0.396
H: 2.94762 -4.13324 -6.77807  0.364
H: 3.07886 -2.64004 -4.77606  0.355
C: 1.36058 2.10499 6.19046  -0.831
N: 1.33141 1.18360 5.05937  0.056
C: 2.05149 -0.00486 4.92021  -0.395
C: 1.70534 -0.50885 3.68815  -0.890
N: 0.81495 0.36402 3.07744  0.157
C: 0.60427 1.37363 3.95013  -0.088
H: 1.04679 1.57828 7.10453  0.352
H: 2.37749 2.51116 6.30727  0.353
H: 0.66087 2.90402 5.95324  0.273
H: 2.72642 -0.37559 5.67843  0.472
H: 2.00896 -1.42185 3.20476  0.509
H: -0.05564 2.22320 3.80646  0.173

As for the LUMO energy: -11.2 eV. As for the charge: +3. The value obtained for the energy above the lowest of the compared OMol25 structures with the same formula, charge and spin is 0.00 kcal per mole.

***

No. 2
The following is a DFT calculation (the ωB97M-V functional and the def2-TZVPD basis) of a structure of composition C21H43N2P3SeTi at a distorted geometry.

Last column: Löwdin spin population.
CARTESIAN COORDINATES (ANGSTROEM)
Ti: -0.15414 -0.75594 -0.28256  1.012
P: 0.16015 1.39710 1.02596  -0.003
P: -2.43217 0.19163 -0.30515  -0.013
P: 2.25257 -0.43942 -0.40854  -0.013
H: -1.39171 -3.62547 -5.68644  0.000
C: -0.89827 -4.37771 -5.04242  0.000
C: -0.57004 -4.19162 -3.74580  0.000
H: -0.75319 -3.24397 -3.20990  0.000
C: 0.30202 2.99125 0.11304  0.004
C: -1.12222 1.93208 2.25710  -0.002
C: 1.61219 1.65755 2.15065  0.000
C: -3.12213 -0.79891 -1.66992  0.001
C: -3.49206 -0.29559 1.09334  -0.002
C: -3.00470 1.89539 -0.73990  -0.002
C: 2.48885 -1.64690 -1.75625  -0.003
C: 3.25847 -1.12096 0.94878  0.000
C: 3.20943 1.03310 -0.98293  -0.002
H: -0.70206 -5.35512 -5.50900  0.000
H: -0.08186 -5.03000 -3.21625  0.000
H: 0.38012 3.81286 0.84238  0.000
H: -0.57848 3.15404 -0.52063  0.000
H: 1.20500 2.98440 -0.51023  0.000
H: -0.73603 2.80816 2.81274  0.000
H: -1.31578 1.11876 2.97175  0.000
H: -2.05846 2.21265 1.75733  0.000
H: 1.41702 2.54271 2.78344  0.000
H: 2.53109 1.83040 1.57523  0.000
H: 1.74792 0.78606 2.80474  0.000
H: -4.11677 -0.39282 -1.91310  0.000
H: -3.22407 -1.84679 -1.35270  0.000
H: -2.46968 -0.73772 -2.55665  0.002
H: -4.54226 -0.24033 0.77915  -0.001
H: -3.33933 0.35780 1.95672  0.000
H: -3.26273 -1.32150 1.39600  0.000
H: -4.09891 1.86395 -0.88563  -0.001
H: -2.53106 2.22008 -1.68299  0.000
H: -2.77461 2.63056 0.04339  0.000
H: 3.54791 -1.61080 -2.04962  -0.001
H: 1.85180 -1.38282 -2.61713  0.001
H: 2.23780 -2.66162 -1.41275  0.000
H: 4.17522 -1.55686 0.53150  0.000
H: 2.70499 -1.90267 1.47890  0.000
H: 3.52117 -0.33507 1.66414  0.000
H: 4.22638 0.70622 -1.26058  -0.001
H: 3.28540 1.81038 -0.20806  0.000
H: 2.72504 1.46970 -1.87433  0.000
C: 0.22459 1.09045 -5.08757  0.000
C: -0.11500 -0.27152 -5.18638  0.000
C: 0.04218 -0.96126 -6.39984  0.000
C: 0.60892 -0.28518 -7.50410  0.000
C: 1.05926 1.06077 -7.35435  0.000
C: 0.92841 1.71164 -6.13075  0.000
Se: -0.42517 2.42671 -3.84593  0.000
H: 0.19619 1.69751 -2.74615  0.000
H: -0.54675 -0.70349 -4.28439  0.000
H: -0.29060 -1.99894 -6.41698  0.000
H: 0.73227 -0.81970 -8.46125  0.000
H: 1.50872 1.58488 -8.19729  0.000
H: 1.25880 2.73688 -5.94996  0.000
C: -0.23009 -2.70704 4.75485  0.000
N: -0.36856 -2.72634 3.29456  0.000
C: -0.74127 -3.83656 2.53906  -0.001
C: -0.73418 -3.41251 1.23027  0.004
N: -0.34121 -2.08254 1.22986  0.010
C: -0.13702 -1.70550 2.49305  0.007
H: -1.19383 -2.96992 5.20750  0.000
H: 0.54889 -3.42380 5.04587  0.000
H: 0.06226 -1.69355 5.07653  0.000
H: -0.98272 -4.79500 2.93940  0.000
H: -0.95863 -3.88385 0.28799  0.000
H: 0.17433 -0.69164 2.85499  0.001

As for the LUMO energy (alpha / beta): -10.5 / -10.1 eV. The expectation value of S² is 0.76. Its multiplicity is 2. As for the charge: +3. The value obtained for the energy above the lowest of the compared OMol25 structures with the same formula, charge and spin is 24.22 kcal per mole.

***

No. 3
The following is a DFT calculation (the ωB97M-V functional and the def2-TZVPD basis) of a cluster of 2 separate species, C21H44BO9S in total at a distorted geometry.

Last column: Mulliken charge in e.
CARTESIAN COORDINATES (ANGSTROEM)
C: -5.88004 -0.90590 0.13467  -0.906
C: -4.80271 -1.33420 0.80875  -0.122
C: -3.76568 -2.27294 0.25142  -1.161
C: -2.34325 -1.80905 0.60747  2.519
C: -1.83191 -2.40817 1.91604  -1.597
O: -0.65344 -1.73924 2.31722  -0.063
C: 0.49299 -2.55494 2.41037  -0.405
C: 1.66704 -1.60882 2.61223  -0.177
O: 2.24741 -1.28173 1.36261  -0.455
C: 2.13698 0.08555 1.00025  0.013
C: 2.79903 1.07143 1.96164  -0.235
O: 1.82276 1.82463 2.67888  -0.348
C: 1.81416 1.68451 4.07880  -0.333
C: 0.37348 1.52104 4.57703  -0.974
O: -2.35649 -0.39495 0.68279  -1.017
B: -1.88117 0.16116 -0.64273  2.104
C: -2.91663 1.30671 -1.18949  -0.407
O: -2.25965 2.58953 -1.36403  -0.362
O: -1.94984 3.03616 -0.04808  -0.423
O: -1.82110 -1.08380 -1.50009  -0.944
C: -1.33606 -1.98783 -0.53999  -0.309
C: -1.03334 -3.40052 -1.07107  -1.114
C: -1.50635 -3.63401 -2.52110  -0.548
C: -0.38544 -3.74864 -3.56813  -1.088
C: -0.07532 -2.45224 -4.31718  -0.853
C: 0.46369 -1.33158 -3.41382  0.777
O: 1.71719 -0.84203 -3.90439  -0.468
C: 1.69220 0.54110 -4.14986  -0.627
H: -6.43240 -0.04983 0.50104  0.274
H: -6.18834 -1.39947 -0.77907  0.282
H: -4.61719 -0.98704 1.81918  0.220
H: -3.87330 -2.35175 -0.82828  0.219
H: -3.94609 -3.27961 0.66340  0.411
H: -2.59763 -2.23753 2.68257  0.352
H: -1.68254 -3.48752 1.82816  0.346
H: 0.39978 -3.24582 3.25849  0.443
H: 0.68270 -3.10421 1.48332  0.123
H: 2.43479 -2.10681 3.21232  0.367
H: 1.26694 -0.74211 3.13689  -0.112
H: 1.09867 0.37285 0.81253  -0.009
H: 2.64408 0.16732 0.03803  0.412
H: 3.36683 1.77805 1.36159  0.117
H: 3.49306 0.53995 2.61570  0.274
H: 2.38405 0.81046 4.40350  0.270
H: 2.26715 2.55882 4.55879  0.395
H: -0.05853 2.45902 4.91882  0.346
H: 0.35077 0.81615 5.40953  0.316
H: -0.25245 1.10847 3.78852  0.123
H: -0.70907 0.58185 -0.62737  -0.590
H: -3.35187 1.03146 -2.15092  0.138
H: -3.69378 1.44839 -0.43506  0.001
H: -0.99848 2.88884 0.01342  0.286
H: -0.38318 -1.55087 -0.20901  -0.286
H: 0.04698 -3.55980 -1.06236  0.486
H: -1.43971 -4.16873 -0.40943  0.542
H: -2.22764 -2.87311 -2.81122  0.399
H: -2.05071 -4.58323 -2.53366  0.420
H: -0.67653 -4.50588 -4.30008  0.341
H: 0.54701 -4.08295 -3.10767  0.347
H: 0.73862 -2.65993 -5.01846  0.397
H: -0.91816 -2.11824 -4.92310  0.262
H: -0.26002 -0.52510 -3.32580  0.175
H: 0.63265 -1.71999 -2.41008  -0.293
H: 1.02819 0.78939 -4.98689  0.301
H: 2.69773 0.86041 -4.42043  0.265
H: 1.36291 1.10435 -3.27300  0.221
C: 4.73738 5.87100 -0.81390  -0.978
S: 4.49781 5.19215 0.83443  0.390
O: 4.26301 3.73800 0.67189  -0.542
C: 2.88921 5.94170 1.11564  -0.877
H: 5.67721 5.48215 -1.19987  0.316
H: 3.91616 5.55821 -1.45867  0.310
H: 4.78657 6.95857 -0.75459  0.377
H: 2.19720 5.62125 0.33713  0.279
H: 2.99044 7.02747 1.11875  0.386
H: 2.53121 5.60204 2.08509  0.277

As for the LUMO energy: 2.1 eV. As for the charge: -1.

***

> Which value of charge does entry 1 give?

+3